1.
21
Properties=species:S:1:pos:R:3:forces:R:3 method="wB97M-V/def2-TZVPD" total_energy_ev=-8839.671 total_charge=+1 de_lowest_kcal_mol=8.1 multiplicity=1 smiles=NCC[C@H]([NH3+])CN orbital_gap_ev=11.11 fmax_ev_per_a=0.75
N -0.481 -0.110 1.247 0.0 0.2 -0.1
C -0.279 0.327 -0.172 0.0 -0.3 -0.2
C 0.497 -0.703 -0.978 0.2 -0.7 0.1
C 1.723 -1.290 -0.222 -0.4 0.2 -0.2
N 2.367 -0.296 0.658 0.1 0.0 -0.3
C -1.646 0.727 -0.725 0.1 0.1 0.2
N -2.315 1.558 0.278 0.5 -0.6 0.1
H -1.216 0.517 1.629 0.2 0.1 0.0
H 0.442 -0.035 1.697 0.0 -0.1 0.2
H -0.847 -1.054 1.311 0.1 -0.3 0.0
H 0.364 1.197 -0.083 -0.1 0.3 0.1
H -0.101 -1.563 -1.329 -0.1 0.4 0.4
H 0.777 -0.213 -1.899 0.4 0.3 -0.3
H 1.338 -2.105 0.407 0.4 0.1 -0.1
H 2.421 -1.703 -0.960 -0.2 -0.1 0.2
H 3.135 -0.746 1.152 -0.2 0.1 0.0
H 2.823 0.413 0.078 -0.2 -0.1 0.2
H -2.237 -0.181 -0.903 0.0 0.3 -0.1
H -1.476 1.251 -1.669 -0.1 -0.2 -0.1
H -3.319 1.501 0.227 -0.1 0.3 -0.1
H -1.970 2.507 0.256 -0.4 0.2 -0.1


2.
22
Properties=species:S:1:pos:R:3:forces:R:3 method="wB97M-V/def2-TZVPD" total_energy_ev=-10884.826 total_charge=+1 de_lowest_kcal_mol=76.9 multiplicity=1 orbital_gap_ev=8.69 fmax_ev_per_a=3.78
C -1.038 -1.370 -0.655 2.6 -1.6 2.2
C 0.094 -0.334 -0.855 -1.0 1.6 1.5
C 0.997 0.024 0.370 -1.0 1.1 -0.4
C 1.952 -0.754 0.948 -0.4 1.5 -0.7
N 3.044 -0.134 1.819 -0.9 -3.2 -0.1
N 0.716 1.326 0.808 0.9 -1.8 -0.4
N -1.749 -1.590 -1.895 0.4 1.2 1.0
H -1.578 -1.099 0.305 -0.1 -0.3 -1.4
H -0.381 -2.268 -0.313 -1.7 0.7 -0.8
H -0.473 0.640 -0.904 0.7 -0.9 -1.2
H 0.638 -0.622 -1.739 0.3 0.3 -0.2
H 2.147 -1.672 0.507 0.7 -1.6 -0.3
H 2.553 0.066 2.670 0.2 1.2 0.7
H 3.770 -0.835 2.130 -0.9 0.7 -0.8
H 3.479 0.598 1.298 0.4 1.2 0.1
H 0.917 1.409 1.783 -0.5 1.1 0.3
H -0.007 1.874 0.330 0.5 -0.4 0.8
H -1.835 -2.545 -2.156 -0.4 -0.6 0.0
H -2.620 -1.083 -1.878 -0.2 -0.3 -0.3
H -3.509 2.971 -1.640 0.8 -0.4 1.7
H -3.957 2.652 -0.208 -0.3 0.0 0.3
O -3.158 2.744 -0.725 -0.4 0.3 -2.0


3.
22
Properties=species:S:1:pos:R:3:forces:R:3 method="wB97M-V/def2-TZVPD" total_energy_ev=-10887.290 total_charge=+1 de_lowest_kcal_mol=20.1 multiplicity=1 orbital_gap_ev=10.57 fmax_ev_per_a=1.55
C -0.250 0.456 1.581 0.8 0.3 -1.3
C 1.213 0.134 1.331 0.4 -0.1 -0.1
C 1.488 -0.873 0.215 -0.5 -0.2 -0.4
N 1.585 -2.392 -2.185 0.3 0.0 0.3
C 0.668 -1.442 -1.925 0.3 0.2 -0.7
N 0.561 -0.688 -0.910 -0.1 -0.1 0.5
N -0.780 1.092 0.319 -0.9 0.9 0.8
H -0.302 1.177 2.383 -0.5 -0.1 0.3
H -0.852 -0.420 1.685 -0.4 -0.5 0.7
H 1.733 1.072 1.102 -0.1 -0.1 0.0
H 1.672 -0.248 2.243 -0.1 0.1 0.1
H 2.515 -0.733 -0.117 0.3 -0.1 0.0
H 1.374 -1.904 0.572 0.1 0.1 0.2
H 1.756 -2.547 -3.161 0.1 -0.4 -0.1
H 2.363 -2.531 -1.560 0.0 0.0 -0.1
H -0.007 -1.308 -2.759 -0.3 0.2 0.0
H -0.575 0.447 -0.476 0.8 -0.4 -0.2
H -0.339 1.993 0.161 0.1 0.1 -0.1
H -1.786 1.248 0.355 -0.4 0.3 0.3
H -3.892 3.177 0.760 -0.1 0.0 0.0
H -4.331 2.059 -0.204 -0.1 0.1 0.1
O -3.813 2.232 0.589 0.5 -0.2 -0.1


4.
22
Properties=species:S:1:pos:R:3:forces:R:3 method="wB97M-V/def2-TZVPD" total_energy_ev=-19673.186 total_charge=+1 de_lowest_kcal_mol=56.7 multiplicity=1 orbital_gap_ev=9.72 fmax_ev_per_a=2.77
C 0.011 -0.754 2.508 0.1 -0.5 -0.3
C -0.705 -1.421 1.332 0.4 0.8 -1.1
S -1.660 -0.070 0.492 -0.2 -0.4 -0.1
N 0.671 -1.797 3.313 -1.1 0.6 0.5
H 0.756 -0.015 2.184 0.0 -0.3 -0.1
H -0.759 -0.187 3.047 0.0 0.0 0.2
H -0.081 -1.892 0.544 0.0 0.3 0.9
H -1.424 -2.138 1.677 -0.3 -0.4 0.2
H -1.789 -0.628 -0.726 -0.1 -0.1 0.2
H 1.075 -1.305 4.116 0.1 -0.5 -0.2
H -0.110 -2.353 3.709 0.9 0.2 -0.2
C 0.687 0.471 -2.508 0.2 0.3 0.1
C 1.114 1.512 -1.740 1.3 0.0 -2.4
N 0.568 1.899 -0.482 -0.9 0.1 1.2
N 1.156 0.209 -3.805 -0.2 0.3 2.1
H 0.008 -0.277 -2.037 0.2 0.7 -0.9
H 1.978 2.131 -2.033 -0.7 -0.2 -0.2
H 0.140 2.842 -0.397 0.0 -0.5 -1.0
H -0.213 1.193 -0.239 0.6 0.4 0.7
H 1.296 1.993 0.228 0.0 -0.8 0.3
H 1.735 0.928 -4.192 0.2 0.2 -0.2
H 0.537 -0.193 -4.481 -0.3 -0.3 0.1


5.
22
Properties=species:S:1:pos:R:3:forces:R:3 method="wB97M-V/def2-TZVPD" total_energy_ev=-10330.422 de_lowest_kcal_mol=124.1 multiplicity=1 orbital_gap_ev=7.11 fmax_ev_per_a=0.89
C -1.722 -1.054 0.407 0.2 0.2 -0.1
C -1.862 1.088 -0.801 0.2 -0.1 0.1
N -0.986 0.131 -0.086 0.3 0.3 0.8
C 0.291 -0.167 -0.831 -0.2 -0.3 0.0
C 0.644 -1.419 -1.228 -0.1 0.4 0.1
H 0.607 0.705 -1.389 0.0 0.0 0.1
H -1.053 -1.651 1.023 0.0 0.0 -0.1
H -2.077 -1.646 -0.435 0.0 0.0 0.0
H -2.557 -0.717 1.021 0.0 0.0 -0.1
H -1.293 1.989 -1.021 0.0 -0.1 0.0
H -2.709 1.348 -0.166 0.1 -0.1 0.0
H -2.213 0.634 -1.728 0.0 0.0 0.0
H 0.283 -2.323 -0.760 -0.1 0.0 0.0
H 1.355 -1.530 -2.035 0.1 0.0 0.1
N 1.160 0.552 0.963 -0.2 0.0 -0.2
N 2.162 -0.366 1.359 -0.1 0.1 -0.1
N 1.722 1.815 0.600 0.0 -0.1 0.2
H -0.444 0.578 0.792 0.0 -0.4 -0.7
H 1.817 -0.923 2.136 0.0 0.1 -0.1
H 1.942 2.324 1.456 0.1 0.0 -0.1
H 2.307 -1.030 0.578 -0.1 0.0 0.0
H 2.626 1.661 0.145 -0.2 0.0 0.0


6.
22
Properties=species:S:1:pos:R:3:forces:R:3 method="wB97M-V/def2-TZVPD" total_energy_ev=-10331.928 de_lowest_kcal_mol=89.4 multiplicity=1 orbital_gap_ev=7.39 fmax_ev_per_a=2.91
C -0.239 -1.828 0.809 -0.2 -1.3 -1.2
C 0.523 0.838 0.993 -0.4 1.3 -1.5
N -1.572 -1.770 1.082 0.3 0.5 -0.1
N 0.172 -2.148 -0.398 -0.4 0.3 1.3
N 1.952 0.680 1.103 0.4 -0.1 -0.1
H 0.416 -1.858 1.672 0.0 0.2 0.0
H -0.028 -1.212 -1.274 0.6 1.9 -0.8
H 1.157 -2.385 -0.420 0.0 0.2 0.1
H -2.183 -1.720 0.280 0.1 0.0 0.0
H -1.850 -1.174 1.844 0.0 0.0 0.1
H 2.404 0.703 0.192 -0.1 0.0 0.2
H 2.273 -0.151 1.580 -0.2 0.0 0.0
H 0.241 1.882 1.147 0.2 0.2 0.0
H -0.006 0.372 1.824 0.0 -0.6 -0.2
C -1.248 1.665 -1.123 0.1 0.0 0.2
C 0.132 1.058 -1.055 0.1 0.1 2.3
N 0.371 -0.009 -1.843 -0.5 -2.9 0.2
H 1.363 -0.231 -1.896 0.0 0.4 -0.2
H 0.919 1.814 -1.085 0.0 0.1 0.1
H -1.394 2.397 -0.329 0.0 0.0 0.0
H -2.022 0.906 -1.021 0.0 -0.1 -0.1
H -1.381 2.173 -2.082 0.0 -0.1 0.0


7.
23
Properties=species:S:1:pos:R:3:forces:R:3 method="wB97M-V/def2-TZVPD" total_energy_ev=-12361.598 total_charge=+2 de_lowest_kcal_mol=3.3 multiplicity=1 orbital_gap_ev=6.65 fmax_ev_per_a=5.03
C -0.256 0.735 1.901 0.8 0.5 4.7
C -0.430 -1.798 -2.540 1.0 -1.2 3.0
C 2.429 0.282 2.843 3.1 1.7 1.8
C -1.565 -0.892 -2.177 -1.9 0.7 -0.8
N 0.808 0.629 1.213 -0.7 -0.6 -3.3
N -1.002 0.211 -1.444 -0.4 2.9 -1.3
N -1.404 1.342 -1.832 -1.4 -3.3 -1.8
N 2.096 0.369 1.454 2.5 -0.3 0.2
O -1.373 0.681 1.262 -5.0 -0.1 0.5
H -0.265 0.897 3.011 0.3 -0.3 -1.1
H 0.233 -1.539 -3.302 0.4 0.7 -1.7
H 0.264 -1.914 -1.634 -1.1 0.1 -1.0
H -0.880 -2.763 -2.655 0.1 -0.7 -0.6
H 3.491 -0.070 3.050 -1.2 0.1 -1.1
H 2.519 1.296 3.406 -0.9 -1.4 -1.1
H 1.841 -0.427 3.373 -1.0 -0.5 0.4
H -2.235 -0.536 -3.101 1.3 -0.8 2.0
H -2.175 -1.427 -1.414 0.1 0.2 -0.5
H 0.461 0.520 0.250 1.1 -0.2 -0.2
H -0.954 2.198 -1.631 0.7 1.2 1.1
H -2.168 1.364 -2.580 1.1 0.2 0.9
H 2.854 0.197 0.707 -2.5 0.7 1.3
H -2.289 0.645 1.839 3.7 0.3 -1.7


8.
23
Properties=species:S:1:pos:R:3:forces:R:3 method="wB97M-V/def2-TZVPD" total_energy_ev=-11810.487 total_charge=+1 de_lowest_kcal_mol=140.5 multiplicity=1 orbital_gap_ev="7.29 / 7.29" fmax_ev_per_a=4.76
C 1.909 1.457 -0.414 -1.6 -0.2 -0.3
C -4.386 0.139 -0.458 2.1 -2.7 0.0
C 2.648 -0.405 1.215 0.2 -1.6 2.4
C 2.462 -0.747 -1.141 4.8 0.2 -0.1
N -0.158 0.568 0.456 -2.7 0.8 -0.9
N -0.869 -0.515 0.421 1.5 0.3 -0.8
N -3.073 0.366 0.135 1.1 4.5 0.5
N -2.115 -0.635 -0.010 -0.7 -1.7 1.7
N 2.686 0.262 -0.106 -0.8 2.6 1.6
H 1.964 2.180 0.402 0.1 -0.4 0.7
H -4.183 -0.474 -1.321 -0.7 0.4 -1.2
H -4.994 -0.491 0.149 -0.3 -0.5 1.0
H -4.905 1.026 -0.541 -0.8 1.9 -0.8
H 1.843 -1.182 1.194 0.7 0.7 -0.1
H 3.635 -0.875 1.367 -0.4 -0.3 -0.5
H 2.548 0.108 2.207 -0.4 0.8 -1.6
H 1.475 -0.957 -1.051 -3.1 -0.6 -0.5
H 2.856 -0.276 -2.090 -0.8 -1.2 0.9
H 3.041 -1.580 -0.677 -0.3 0.0 -1.6
H -0.718 1.457 0.200 0.8 -1.5 0.5
H -2.679 1.359 -0.131 -0.9 -2.9 0.4
H -2.556 -1.573 0.354 1.5 2.2 -1.0
H 3.572 0.788 -0.157 0.6 -0.7 -0.4


9.
20
Properties=species:S:1:pos:R:3:forces:R:3 method="wB97M-V/def2-TZVPD" total_energy_ev=-7909.785 de_lowest_kcal_mol=27.6 multiplicity=2 orbital_gap_ev="4.07 / 12.61" fmax_ev_per_a=1.29
C -0.999 -0.313 -0.769 -0.3 0.0 -0.2
C -0.603 0.433 0.494 -0.6 -0.2 0.2
C -1.853 1.086 1.110 -0.1 -0.7 -0.6
C 0.103 -0.446 1.550 -0.1 0.4 -0.6
N 0.163 -0.935 -1.500 -0.2 0.0 0.4
H -1.723 -1.111 -0.602 0.1 -0.1 0.3
H -1.497 0.372 -1.453 0.2 0.1 -0.1
H 0.044 1.254 0.185 0.3 -0.1 0.0
H -2.384 0.406 1.771 -0.1 -0.2 0.0
H -1.540 1.918 1.682 0.2 1.0 0.8
H -2.564 1.458 0.373 0.0 0.0 -0.2
H -0.621 -0.877 2.237 0.0 0.0 0.1
H 0.807 0.182 2.087 0.1 -0.2 0.3
H 0.637 -1.278 1.093 0.2 0.0 0.0
H 0.072 -0.815 -2.536 0.2 0.0 0.0
H 1.081 -0.548 -1.196 -0.2 0.1 -0.2
H 0.200 -1.962 -1.309 0.1 -0.1 -0.1
H 3.118 -0.234 -0.091 0.1 -0.1 0.1
H 3.056 0.642 -1.346 0.0 0.0 -0.1
O 2.549 0.383 -0.565 -0.1 0.1 0.0


10.
20
Properties=species:S:1:pos:R:3:forces:R:3 method="wB97M-V/def2-TZVPD" total_energy_ev=-7906.294 total_charge=+1 de_lowest_kcal_mol=15.2 multiplicity=1 orbital_gap_ev=13.03 fmax_ev_per_a=2.19
C -0.955 -1.324 0.600 0.8 0.2 -0.7
C -0.243 0.022 0.959 -1.2 -0.6 1.3
N -0.038 1.062 -0.174 -0.7 -0.5 -0.3
C -1.263 1.313 -1.084 0.0 1.6 1.5
C 1.081 -0.303 1.652 1.7 0.6 -0.1
H -0.542 -1.920 -0.250 0.0 0.8 0.5
H -0.846 -1.983 1.466 -0.1 0.3 0.0
H -2.003 -1.183 0.414 -0.5 0.1 -0.1
H -0.949 0.545 1.700 1.1 -0.6 -1.1
H 0.753 0.755 -0.774 -0.5 0.1 0.3
H 0.159 1.947 0.308 0.3 -0.3 -0.4
H -1.620 0.380 -1.448 -0.1 -0.7 -0.3
H -1.006 2.004 -1.942 -0.1 -0.8 1.3
H -2.049 1.754 -0.378 1.0 -0.5 -1.3
H 1.815 -0.852 1.018 -0.9 0.0 0.1
H 1.666 0.588 1.920 -0.4 0.2 0.0
H 1.018 -0.841 2.616 -0.6 0.1 -0.7
H 1.271 -1.150 -2.673 0.0 -0.3 -0.4
H 2.344 -0.288 -1.968 -0.1 -0.3 -0.3
O 1.407 -0.527 -1.964 0.3 0.6 0.6


11.
20
Properties=species:S:1:pos:R:3:forces:R:3 method="wB97M-V/def2-TZVPD" total_energy_ev=-7905.788 total_charge=+1 de_lowest_kcal_mol=26.9 multiplicity=1 orbital_gap_ev=12.19 fmax_ev_per_a=2.19
C -0.849 0.528 -0.629 0.4 0.8 1.5
C 0.639 0.109 -0.736 -1.2 -0.3 -0.6
C 0.813 -0.085 -2.260 1.6 0.6 -1.0
C 1.727 1.014 -0.184 1.0 1.5 -1.2
N -1.166 0.538 0.877 0.3 -1.6 1.2
H -1.129 1.519 -0.963 0.5 0.3 -0.3
H -1.493 -0.158 -1.172 0.0 -0.3 0.5
H 0.676 -0.769 -0.086 0.1 -0.7 -0.8
H 1.561 0.656 -2.586 -0.1 -0.2 0.2
H 1.231 -1.010 -2.645 0.0 -0.4 0.6
H 0.006 0.153 -2.965 -0.6 -0.1 0.8
H 1.670 2.003 -0.676 -0.2 -0.2 0.4
H 2.739 0.691 -0.484 -0.6 -0.5 -0.2
H 1.908 1.172 0.869 -0.9 -0.1 0.6
H -1.430 -0.392 1.286 -0.6 0.4 -0.6
H -0.301 0.526 1.424 0.5 0.9 -0.4
H -1.747 1.241 1.325 -0.3 0.3 -0.6
H -0.354 -2.090 3.000 -0.5 0.5 -0.2
H -0.956 -2.526 1.701 -0.2 -0.3 -0.3
O -0.976 -1.786 2.310 0.7 -0.4 0.4


12.
20
Properties=species:S:1:pos:R:3:forces:R:3 method="wB97M-V/def2-TZVPD" total_energy_ev=-7899.174 total_charge=+1 de_lowest_kcal_mol=179.4 multiplicity=1 orbital_gap_ev=2.67 fmax_ev_per_a=6.26
C 1.505 1.115 0.469 0.1 0.4 0.2
C 1.505 -0.223 1.186 -2.3 -2.0 0.4
C 2.836 -0.504 2.123 -0.8 1.7 -1.1
C 0.119 -0.635 1.834 5.3 2.2 1.5
N -4.271 1.131 -4.306 0.6 0.2 2.0
H 2.536 1.445 0.483 0.1 0.4 0.1
H 1.273 1.029 -0.601 -0.3 -0.1 0.5
H 1.540 -0.943 0.357 0.9 -0.5 0.1
H 2.847 0.204 2.963 -0.2 -0.6 -0.1
H 3.177 -1.494 2.340 -0.6 -0.7 0.3
H 3.529 -0.111 1.385 0.4 0.0 0.1
H 0.004 -1.500 2.469 -0.2 -0.5 -0.1
H -0.407 -1.075 0.818 -2.3 -1.3 -5.7
H -0.407 0.244 2.070 -1.5 0.7 0.3
H 0.882 1.885 0.950 0.2 -0.2 -0.2
H -4.601 1.456 -3.383 0.0 0.2 -0.8
H -5.089 1.032 -4.897 0.3 -0.7 0.1
H -1.283 -1.569 -0.921 -0.2 -0.6 1.4
H -3.768 0.277 -4.006 -0.9 0.3 -1.2
O -0.735 -0.917 -0.428 1.5 0.9 2.3